1.
DFT (ωB97M-V/def2-TZVPD) results for an isolated molecule of C11H11N3O3S in a non-equilibrium geometry.

Output
Energy above the lowest of the compared OMol25 structures with the same formula, charge and spin ... 67.5 kcal per mole
HOMO-LUMO gap ... 8.652 eV
Structure (SMILES) ... COc1ccc(S(=O)(=O)c2ccc(N)cc2)nn1

XYZ file:
```
29
Properties=species:S:1:pos:R:3:forces:R:3
C 3.468070 1.932046 -3.757957 -1.465 1.518 0.057
O 2.037689 1.710326 -3.982040 0.757 -0.445 -0.180
C 1.458580 0.743971 -3.299380 -2.367 -0.146 1.583
C 0.042427 0.683095 -3.261877 -0.677 0.221 -0.521
C -0.632133 -0.155258 -2.434426 0.673 -1.952 1.287
C 0.160046 -0.903207 -1.541563 1.805 0.771 -0.357
S -0.533016 -2.040107 -0.299244 -1.217 -2.905 -0.248
O -1.813248 -2.546083 -0.842309 1.202 1.892 0.536
O 0.373661 -3.159484 -0.054664 -0.052 1.979 0.217
C -0.882447 -1.103970 1.243998 0.110 -1.041 0.218
C -0.529682 0.236628 1.482981 -0.425 -0.126 -0.418
C -0.895052 0.797378 2.701455 0.264 0.287 -0.131
C -1.515183 0.067935 3.742131 0.874 1.527 -0.410
N -1.781600 0.755091 4.906853 -0.642 0.282 2.528
C -1.776348 -1.277276 3.530464 1.089 1.060 -2.445
C -1.481705 -1.872051 2.294099 0.855 3.681 0.280
N 1.513449 -0.810778 -1.612760 -1.998 -1.315 1.191
N 2.118688 -0.065513 -2.486291 1.200 0.851 -0.584
H 4.032935 1.027659 -3.887829 0.337 -0.084 -0.346
H 3.602562 2.790414 -4.436269 0.724 -0.836 -0.023
H 3.594918 2.347110 -2.753184 0.045 -0.430 0.041
H -0.680907 1.242195 -3.808192 0.489 0.919 -1.133
H -1.692573 -0.385159 -2.480203 0.017 0.582 0.009
H -0.035597 0.883572 0.713981 -0.483 -0.853 0.747
H -0.664395 1.855360 2.872479 -0.087 -0.412 -0.021
H -2.160498 0.244588 5.755430 0.810 0.957 -1.848
H -1.448825 1.737454 5.120200 -0.512 -2.120 -0.842
H -2.156214 -1.871278 4.272520 -1.011 -1.342 1.797
H -1.723605 -2.864655 2.301599 -0.314 -2.518 -0.986
```
Forces are in eV/Å.


2.
DFT (ωB97M-V/def2-TZVPD) results for an isolated molecule of C11H11NO2 in a non-equilibrium geometry.

Output
Energy above the lowest of the compared OMol25 structures with the same formula, charge and spin ... 49.2 kcal per mole
HOMO-LUMO gap ... 8.930 eV
Structure (SMILES) ... COc1cc2c(C)nccc2cc1O

XYZ file:
```
25
Properties=species:S:1:pos:R:3:forces:R:3
C 3.115996 1.613048 0.043528 2.691 2.467 0.762
O 2.927156 0.249505 -0.031522 -0.615 0.261 0.081
C 1.637426 -0.148632 0.086974 -0.193 -1.930 -0.639
C 0.503917 0.600669 0.179319 0.535 0.855 -0.459
C -0.736029 -0.065977 0.093181 -1.082 -0.230 0.231
C -1.974702 0.651627 -0.028997 0.883 1.171 1.065
C -2.054935 2.171388 -0.083381 -0.540 -0.798 -2.394
N -3.133064 0.100684 0.006412 -1.532 -1.451 -0.083
C -3.266665 -1.267004 0.022414 0.633 0.477 -0.599
C -2.123672 -2.058780 0.000893 -1.079 -0.527 -0.061
C -0.823389 -1.477125 0.120821 0.294 0.001 -0.524
C 0.388501 -2.259847 0.116466 0.029 1.458 -0.417
C 1.603078 -1.602890 -0.025316 -2.279 -0.349 1.192
O 2.766482 -2.278360 -0.106733 1.063 2.297 -0.548
H 2.674114 2.230463 -0.769327 -0.351 -0.716 0.474
H 4.247009 1.732077 -0.143482 -1.639 0.074 0.687
H 2.834760 2.043673 1.086658 0.417 -0.721 -1.763
H 0.515461 1.711982 0.194311 0.148 -1.033 0.043
H -1.651365 2.651565 0.752798 0.677 0.640 1.490
H -3.152994 2.415803 -0.161650 1.382 -0.055 -0.172
H -1.444679 2.503631 -0.972241 -0.887 0.044 0.685
H -4.351783 -1.558191 -0.074335 1.594 -0.317 0.238
H -2.200283 -3.143355 -0.200217 0.019 0.640 0.480
H 0.311953 -3.330638 0.148633 0.191 -0.285 -0.089
H 3.387700 -1.485317 -0.255196 -0.361 -1.974 0.320
```
Forces are in eV/Å.


3.
DFT (ωB97M-V/def2-TZVPD) results for an isolated molecule of C11H11NO2 in a non-equilibrium geometry.

Output
Energy above the lowest of the compared OMol25 structures with the same formula, charge and spin ... 75.9 kcal per mole
HOMO-LUMO gap ... 9.995 eV
Structure (SMILES) ... N#C/C(=C/COc1ccccc1)CO

XYZ file:
```
25
Properties=species:S:1:pos:R:3:forces:R:3
N 1.577225 3.915317 0.429408 0.089 -0.436 -0.775
C 1.460959 2.915002 -0.138652 -0.294 1.374 1.684
C 1.232449 1.585731 -0.574752 -0.059 0.438 -0.929
C 2.068938 0.666405 -0.128241 0.657 1.050 0.902
C 2.135577 -0.746794 -0.502378 -0.162 -0.359 -1.063
O 1.518762 -1.547295 0.469278 0.497 -0.851 0.240
C 0.196805 -1.305207 0.547529 -2.406 -1.034 0.253
C -0.273640 -0.610643 1.621089 -0.031 1.890 1.510
C -1.618753 -0.326766 1.853792 -1.160 -1.799 -0.850
C -2.572916 -0.953359 1.005174 1.623 1.205 -0.022
C -2.103978 -1.626567 -0.136421 -1.173 -0.400 0.704
C -0.767957 -1.868984 -0.317820 1.798 0.638 0.227
C 0.087863 1.390519 -1.520469 0.186 -1.347 0.266
O -1.147335 1.587744 -0.886244 -0.497 -1.066 0.561
H 2.765043 1.020516 0.653203 -0.155 -0.449 -0.531
H 1.680733 -0.982364 -1.489813 0.489 0.309 0.404
H 3.177026 -0.997563 -0.489191 0.544 -0.544 -0.285
H 0.440718 -0.160155 2.305998 0.102 -0.179 -0.100
H -1.966225 0.230134 2.722023 0.314 -0.038 -0.220
H -3.620470 -0.804235 1.172914 -0.361 -0.012 -0.014
H -2.832666 -2.060530 -0.818880 0.198 0.053 0.078
H -0.369161 -2.471017 -1.103493 -0.151 -0.367 -0.689
H 0.110208 2.074031 -2.334928 0.302 0.521 -0.772
H 0.201488 0.351583 -1.869558 -0.372 0.396 -0.368
H -1.380694 0.724499 -0.469567 0.023 1.008 -0.212
```
Forces are in eV/Å.


4.
DFT (ωB97M-V/def2-TZVPD) results for a structure of composition C11H12BrF11I2O4PS.

Output
Charge ... -1
HOMO-LUMO gap ... 7.648 eV

XYZ file:
```
43
Properties=species:S:1:pos:R:3:forces:R:3
C -4.298597 -2.540088 -0.335730 -0.170 -0.008 -0.165
C -3.447532 -2.542279 -1.605150 -0.174 0.204 0.462
I -4.491252 -1.448102 -3.127903 -0.354 -0.466 -0.328
C -2.025200 -2.005192 -1.313951 -0.306 -0.379 -0.274
I -1.837662 0.085610 -1.635200 0.617 0.318 0.439
P -0.865480 -2.981132 -2.386454 0.112 0.289 -0.379
Br -0.649931 -4.775519 -1.052047 0.010 0.000 0.049
C 0.780217 -2.156487 -2.351165 0.105 0.062 0.443
C 1.502648 -1.639520 -1.086737 0.235 -0.009 -0.161
O 1.235315 -2.398656 0.085341 -0.207 -0.077 -0.115
C 0.623053 -1.700984 1.122078 -0.004 -0.065 0.120
C 1.635659 -1.071862 2.109091 0.511 0.031 -0.007
F 2.916153 -1.254852 1.662616 -0.643 0.013 0.264
F 1.543076 -1.650674 3.345879 0.043 0.182 -0.361
C 1.475414 0.458950 2.287665 0.376 0.241 0.276
F 1.560098 1.012720 1.044995 0.051 -0.233 0.405
F 2.506355 0.930536 3.041379 -0.530 -0.166 -0.512
C 0.135523 0.913364 2.957513 0.056 0.002 0.433
F -0.795917 -0.063635 2.753445 0.234 0.314 0.045
F 0.326554 1.014226 4.297802 -0.141 -0.179 -0.621
C -0.407432 2.272401 2.396628 -0.335 0.277 0.312
F -0.149100 3.245657 3.317676 -0.158 -0.503 -0.508
F -1.759445 2.160908 2.245205 0.518 0.122 0.184
H -4.472472 -1.517122 0.014543 0.107 -0.129 -0.023
H -5.274327 -3.000485 -0.517016 0.149 0.063 0.014
H -3.789283 -3.104505 0.452337 -0.016 0.027 -0.066
H -3.372439 -3.549137 -2.023278 -0.030 0.080 0.097
H -1.856126 -2.203017 -0.258171 0.282 0.211 0.053
H 1.426950 -2.850868 -2.898104 -0.115 0.004 0.038
H 0.619649 -1.296901 -3.015064 0.076 -0.111 -0.027
H 1.278972 -0.583035 -0.922193 -0.144 -0.079 -0.024
H 2.580665 -1.704110 -1.263782 -0.078 0.054 -0.033
H -0.024511 -0.908489 0.747594 -0.050 -0.017 -0.133
H 0.008673 -2.397474 1.699540 0.100 0.017 -0.034
H 0.034377 2.549654 1.441279 -0.033 0.067 0.044
C 2.736799 4.234370 -0.884895 -0.051 0.086 -0.246
F 3.257478 3.107856 -1.398020 0.058 -0.178 -0.036
F 2.189318 3.911065 0.297149 -0.158 -0.156 0.359
F 3.758203 5.060589 -0.628891 0.149 0.100 0.036
S 1.499651 5.002621 -2.014553 0.074 0.016 -0.031
O 0.513011 3.950882 -2.169610 -0.028 -0.058 0.093
O 2.296568 5.282196 -3.187853 -0.055 0.025 -0.031
O 1.076323 6.150517 -1.243991 -0.084 0.007 -0.050
```
Forces are in eV/Å.


5.
DFT (ωB97M-V/def2-TZVPD) results for an isolated molecule of C11H12BrNO3.

Output
Energy above the lowest of the compared OMol25 structures with the same formula, charge and spin ... 0.0 kcal per mole
HOMO-LUMO gap ... 9.660 eV
Structure (SMILES) ... CCNC(=O)COC(=O)c1cccc(Br)c1

XYZ file:
```
28
Properties=species:S:1:pos:R:3:forces:R:3
C 6.962399 -0.946758 0.800766 -0.252 -0.101 0.025
C 5.521856 -1.421212 0.651440 0.180 0.003 0.171
N 4.796902 -0.614551 -0.307534 0.321 -0.188 -0.155
C 3.721109 0.121187 0.026552 -0.123 0.223 -0.560
O 3.240953 0.171484 1.134058 -0.144 0.072 0.310
C 3.141771 0.935472 -1.146238 0.045 -0.233 0.125
O 1.822268 1.334873 -0.834672 0.003 0.242 0.002
C 0.940735 0.326348 -0.740826 -0.031 -0.315 -0.155
O 1.202396 -0.809002 -1.051773 0.010 0.154 0.029
C -0.385628 0.778335 -0.253941 -0.248 0.140 0.154
C -0.580655 2.052348 0.271277 0.084 -0.130 -0.082
C -1.832480 2.421781 0.730038 -0.015 0.012 0.003
C -2.894294 1.534576 0.668121 -0.015 -0.087 -0.022
C -2.685705 0.268090 0.145212 -0.122 -0.090 -0.016
Br -4.142236 -0.952715 0.058068 0.131 0.102 0.008
C -1.443833 -0.123969 -0.313828 0.097 0.025 -0.014
H 7.492311 -1.021498 -0.146838 0.109 0.006 -0.070
H 7.478499 -1.559676 1.534013 0.131 -0.061 0.062
H 6.986593 0.087839 1.133566 0.026 0.094 0.026
H 4.986518 -1.329322 1.598250 0.041 -0.101 -0.134
H 5.499574 -2.468117 0.331814 -0.053 0.070 0.099
H 5.131203 -0.616413 -1.257853 -0.172 0.063 0.008
H 3.149258 0.338500 -2.065046 0.066 0.114 0.123
H 3.711803 1.856800 -1.281893 -0.051 -0.115 0.012
H 0.250479 2.736482 0.324047 0.056 0.063 0.011
H -1.988574 3.407089 1.142199 -0.002 0.081 0.034
H -3.872724 1.819182 1.024091 -0.059 0.008 0.017
H -1.273634 -1.111267 -0.715800 -0.011 -0.050 -0.009
```
Forces are in eV/Å.


6.
DFT (ωB97M-V/def2-TZVPD) results for a structure of composition C11H12CeN2P in a non-equilibrium geometry.

Output
Charge ... +1
Energy above the lowest of the compared OMol25 structures with the same formula, charge and spin ... 1.9 kcal per mole
HOMO-LUMO gap (spin up / spin down) ... 6.746 / 6.744 eV

XYZ file:
```
27
Properties=species:S:1:pos:R:3:forces:R:3
C -1.581631 2.302094 -0.435008 0.549 -0.734 -0.922
C -1.314811 3.042591 -1.572751 -0.471 1.147 -0.591
C 0.044270 3.366978 -1.905847 0.030 -0.103 0.335
C 1.032455 3.192544 -0.871379 0.504 1.330 -0.229
C 0.698210 2.477430 0.262128 0.140 -0.920 -1.045
Ce 0.028189 1.031580 -1.311355 -0.503 -1.444 0.627
P -2.684986 -0.475336 -1.423026 -0.979 -0.512 -0.065
H -2.561820 2.025883 -0.037330 0.241 0.607 0.079
H -2.069539 3.294407 -2.328112 0.077 0.247 0.531
H 0.317856 3.741730 -2.896244 -0.146 0.027 0.464
H 1.283773 2.327173 1.170854 -0.256 0.550 -0.109
H 2.042673 3.555179 -1.099726 -0.400 0.271 0.423
H -2.917270 -1.721424 -2.072495 0.055 0.201 0.147
H -3.837816 0.160744 -1.964846 0.415 -0.048 0.105
H -3.309560 -0.847382 -0.193475 0.310 0.154 -0.295
N 2.490527 -4.635851 3.596585 -1.069 1.996 -1.869
C 2.060176 -3.838597 2.852294 0.907 -1.854 1.746
C 1.530589 -2.859185 1.935711 -0.127 0.176 -0.219
C 2.094495 -1.584985 1.871838 0.115 0.356 -0.035
C 1.590076 -0.675748 0.945652 -0.292 -0.488 -0.051
N 0.565129 -0.981996 0.117064 0.337 -0.875 0.680
C -0.002408 -2.211629 0.199848 0.542 0.388 0.375
C 0.454082 -3.173200 1.094610 -0.151 -0.042 -0.125
H 2.910738 -1.289304 2.533912 -0.258 -0.184 -0.251
H 2.001249 0.339016 0.856506 -0.110 -0.565 0.096
H -0.844314 -2.407511 -0.469400 0.351 -0.021 0.242
H -0.020333 -4.155199 1.143991 0.186 0.342 -0.044
```
Forces are in eV/Å.


7.
DFT (ωB97M-V/def2-TZVPD) results for an isolated molecule of C11H12ClNS in a non-equilibrium geometry.

Output
Energy above the lowest of the compared OMol25 structures with the same formula, charge and spin ... 43.5 kcal per mole
HOMO-LUMO gap (spin up / spin down) ... 6.770 / 6.771 eV
Structure (SMILES) ... CC(C)C(Cl)=C=N[C@H]1C=CC=CC1=S

XYZ file:
```
26
Properties=species:S:1:pos:R:3:forces:R:3
C -3.481292 0.406390 -1.163301 0.749 -0.159 -1.624
C -2.461169 -0.412693 -0.381498 -0.419 1.152 -1.673
C -3.267185 -1.317798 0.579503 -0.152 -0.361 1.034
C -1.508540 0.586460 0.206815 -0.035 0.535 1.927
Cl -1.861172 1.683520 1.594170 -0.167 -0.823 -0.934
C -0.291875 0.649974 -0.242723 -0.077 0.185 -0.576
N 0.703410 0.699278 -0.925641 -0.274 0.983 -0.623
C 1.866442 -0.148339 -0.775968 1.052 -0.371 0.618
C 3.120258 0.638994 -1.146232 0.174 0.160 -0.666
C 3.976288 0.918987 -0.169515 1.900 1.984 -2.021
C 3.901733 0.513102 1.161805 0.700 0.498 2.832
C 2.906409 -0.265010 1.574090 0.615 -0.125 -0.346
C 1.925751 -0.658883 0.668046 -2.829 -1.243 -0.827
S 0.594154 -1.503159 1.232749 1.225 -0.007 -0.543
H -4.284520 -0.207414 -1.484915 -0.733 -0.769 -0.471
H -3.075599 0.905777 -2.062810 0.048 -0.176 0.506
H -3.909723 1.128472 -0.553214 -0.800 1.538 1.241
H -1.788118 -0.793674 -1.231157 -1.103 -0.845 1.584
H -2.973248 -1.090534 1.622286 -0.288 0.171 -0.407
H -4.439394 -1.258118 0.543118 2.416 0.059 -0.345
H -2.936156 -2.350982 0.489293 -0.330 -0.180 -0.283
H 1.611672 -1.015052 -1.395021 0.518 0.127 -0.252
H 3.432561 1.113808 -2.125306 -1.299 -1.056 0.885
H 4.830886 1.585398 -0.441717 -0.674 -0.691 0.268
H 4.602923 0.926939 1.925030 -0.338 -0.554 -0.907
H 2.805505 -0.735434 2.502111 0.122 -0.031 1.605
```
Forces are in eV/Å.


8.
DFT (ωB97M-V/def2-TZVPD) results for an isolated molecule of C11H12N2.

Output
Energy above the lowest of the compared OMol25 structures with the same formula, charge and spin ... 1.7 kcal per mole
HOMO-LUMO gap ... 8.707 eV
Structure (SMILES) ... CCCc1cccc2nccnc12

XYZ file:
```
25
Properties=species:S:1:pos:R:3:forces:R:3
C -1.300169 2.301000 -0.456065 0.044 0.074 -0.141
C 0.197166 2.363913 -0.744322 -0.187 -0.243 0.218
C 0.773781 1.114632 -1.441785 -0.305 -0.168 0.566
C 0.162158 -0.163959 -0.917214 0.064 0.318 -0.416
C -0.785671 -0.851387 -1.635351 0.404 0.109 0.627
C -1.373619 -2.018920 -1.107384 0.234 0.163 0.152
C -1.001203 -2.481474 0.124653 -0.397 -0.211 -0.416
C -0.026726 -1.807344 0.886778 -0.193 -0.215 -0.043
N 0.308500 -2.303138 2.111939 0.077 0.233 -0.193
C 1.213525 -1.617374 2.749104 -0.101 -0.384 0.321
C 1.816437 -0.460160 2.231550 0.127 0.349 -0.201
N 1.515127 0.035331 1.065455 -0.076 -0.039 -0.060
C 0.566531 -0.642030 0.362371 -0.123 0.015 -0.139
H -1.697001 3.291886 -0.255515 -0.026 0.164 0.032
H -1.846855 1.892471 -1.301011 -0.155 -0.049 -0.159
H -1.528205 1.688990 0.410245 0.005 -0.226 0.101
H 0.392331 3.253213 -1.336228 0.248 0.059 -0.147
H 0.720525 2.463429 0.201441 0.131 0.207 0.125
H 0.635863 1.173585 -2.515418 -0.035 -0.036 -0.213
H 1.829465 1.056852 -1.205296 0.319 0.187 -0.264
H -1.077764 -0.473394 -2.601278 -0.089 -0.005 -0.183
H -2.118145 -2.529275 -1.694818 -0.141 -0.198 0.005
H -1.453885 -3.375812 0.521484 0.027 -0.096 0.200
H 1.514739 -1.963422 3.727201 0.000 -0.124 0.162
H 2.563094 0.052387 2.819464 0.149 0.115 0.067
```
Forces are in eV/Å.